1.
{"formula": "C29H24Cl2GeN3SY", "method": "ωB97M-V/def2-TZVPD", "charge": 3, "homo_lumo_gap_ha": [0.235, 0.243], "lumo_ev": [-9.147, -10.223], "fmax_ha_per_bohr": 0.018, "spin_multiplicity": 2, "s_squared": 0.7580, "homo_ev": [-15.5, -16.8], "elements": ["Y", "N", "C", "C", "C", "C", "C", "C", "N", "C", "C", "C", "S", "C", "N", "H", "H", "H", "H", "H", "H", "H", "Cl", "C", "Cl", "H", "H", "C", "C", "C", "C", "C", "C", "Ge", "C", "C", "C", "C", "C", "C", "C", "C", "C", "C", "C", "C", "H", "H", "H", "H", "H", "H", "H", "H", "H", "H", "H", "H", "H", "H", "H"], "coordinates": [[-0.701324, 0.107232, 0.518195], [-2.924243, -2.661049, -1.986955], [-3.784407, -1.624780, -2.349110], [-4.892734, -1.590810, -3.185367], [-5.477141, -0.354251, -3.371338], [-4.968999, 0.801469, -2.754985], [-3.872078, 0.754947, -1.919728], [-3.286829, -0.488307, -1.710462], [-2.155786, -0.853932, -0.965151], [-1.970019, -2.161110, -1.202090], [-0.823436, -2.852711, -0.645868], [-0.454446, -4.155185, -0.728051], [0.995697, -4.416034, 0.131292], [1.044315, -2.787803, 0.559780], [0.044061, -2.063951, 0.095395], [-2.979631, -3.611245, -2.323696], [-5.272717, -2.476392, -3.676261], [-6.337878, -0.268909, -4.019814], [-5.446254, 1.750801, -2.957044], [-3.483245, 1.652628, -1.455515], [-0.942082, -4.967869, -1.243962], [1.843085, -2.384519, 1.166242], [1.878108, 1.208156, 1.283263], [1.254111, 2.873825, 1.183169], [-0.177115, 2.912755, 0.120767], [2.023362, 3.485768, 0.724124], [0.963306, 3.190133, 2.179985], [1.412031, 2.044783, 5.440733], [0.183522, 2.643095, 5.172276], [-0.817628, 1.925946, 4.533407], [-0.592796, 0.596589, 4.151138], [0.642025, -0.001638, 4.443093], [1.636061, 0.719251, 5.085620], [-1.881131, -0.473219, 3.207229], [-3.118099, 0.517959, 2.099051], [-2.870726, 1.867243, 1.792064], [-3.845601, 2.641851, 1.172452], [-5.076439, 2.082718, 0.864167], [-5.324507, 0.736639, 1.134048], [-4.354586, -0.045304, 1.730502], [-2.040701, -2.351596, 3.476000], [-1.548249, -2.900501, 4.664596], [-1.634570, -4.266320, 4.885251], [-2.211491, -5.089850, 3.926480], [-2.705384, -4.549067, 2.742667], [-2.621265, -3.186291, 2.514263], [2.182922, 2.604183, 5.954068], [-0.005072, 3.659123, 5.493692], [-1.786808, 2.386823, 4.394726], [0.817039, -1.042744, 4.190692], [2.577976, 0.244822, 5.327975], [-1.952797, 2.342516, 2.116844], [-3.655803, 3.688432, 0.971755], [-5.849951, 2.693959, 0.418565], [-6.286986, 0.305351, 0.892588], [-4.576461, -1.079974, 1.961434], [-1.122511, -2.264705, 5.432116], [-1.269031, -4.685413, 5.812859], [-2.294155, -6.152828, 4.108961], [-3.180054, -5.192276, 2.012961], [-3.028878, -2.772981, 1.596908]], "forces_ev_per_angstrom": [[-0.7, 0.6, 0.3], [0.0, 0.0, -0.1], [0.1, 0.1, 0.1], [-0.1, 0.0, 0.0], [0.0, -0.1, 0.0], [0.0, 0.0, 0.0], [0.0, 0.0, 0.0], [0.0, -0.1, -0.1], [0.2, -0.2, -0.3], [-0.3, 0.4, 0.0], [0.2, -0.1, 0.1], [0.0, 0.0, 0.0], [0.0, 0.0, 0.0], [-0.1, -0.1, 0.0], [0.2, -0.2, 0.1], [0.0, 0.0, 0.0], [0.0, 0.0, 0.0], [0.0, 0.0, 0.0], [0.0, 0.0, 0.0], [0.0, 0.0, 0.0], [0.0, 0.0, 0.0], [0.0, 0.0, 0.0], [0.0, -0.3, 0.0], [0.2, 0.1, 0.0], [0.0, 0.0, -0.2], [0.0, 0.1, 0.1], [0.0, 0.0, 0.0], [-0.1, 0.0, 0.0], [0.0, 0.0, 0.0], [0.0, 0.0, 0.0], [0.0, -0.1, 0.0], [0.0, 0.0, 0.0], [0.0, 0.0, 0.0], [0.3, -0.1, -0.1], [-0.1, -0.2, 0.1], [0.0, -0.2, -0.1], [0.0, 0.1, 0.0], [0.0, 0.0, 0.0], [0.0, 0.1, 0.0], [0.1, 0.0, 0.0], [0.0, 0.1, 0.2], [0.0, 0.0, 0.0], [0.0, 0.0, 0.0], [0.0, 0.1, 0.0], [0.0, 0.0, 0.0], [0.0, 0.0, 0.0], [0.0, 0.0, 0.0], [0.0, 0.0, 0.0], [0.0, 0.0, -0.1], [0.0, 0.0, 0.0], [0.0, 0.0, 0.0], [0.0, 0.0, 0.1], [0.0, 0.0, 0.0], [0.0, 0.0, 0.0], [0.0, 0.0, 0.0], [0.0, 0.0, 0.0], [0.0, 0.0, 0.0], [0.0, 0.0, 0.0], [0.0, 0.0, 0.0], [0.0, 0.0, 0.0], [0.0, 0.0, 0.0]], "nbo_charge": [1.871, -0.491, 0.165, -0.222, -0.157, -0.174, -0.214, 0.074, -0.724, 0.469, 0.053, -0.379, 0.679, -0.113, -0.649, 0.451, 0.255, 0.257, 0.248, 0.223, 0.286, 0.260, 0.069, -0.363, 0.069, 0.286, 0.270, -0.155, -0.192, -0.248, -0.425, -0.235, -0.199, 1.242, -0.509, -0.323, -0.191, -0.142, -0.189, -0.125, -0.408, -0.221, -0.171, -0.152, -0.196, -0.248, 0.253, 0.251, 0.232, 0.222, 0.248, 0.228, 0.249, 0.255, 0.254, 0.227, 0.233, 0.251, 0.250, 0.234, 0.201]}

2.
{"formula": "C29H24Cl2N3PRuS3", "method": "ωB97M-V/def2-TZVPD", "charge": 2, "homo_lumo_gap_ha": [0.296, 0.212], "lumo_ev": [-5.967, -8.272], "fmax_ha_per_bohr": 0.010, "spin_multiplicity": 5, "s_squared": 6.0313, "homo_ev": [-14.0, -14.0], "elements": ["Ru", "S", "C", "C", "C", "C", "C", "C", "N", "C", "C", "C", "C", "C", "C", "C", "H", "H", "H", "H", "H", "H", "H", "H", "S", "P", "S", "C", "C", "C", "C", "C", "C", "C", "C", "C", "C", "C", "C", "H", "H", "H", "H", "H", "H", "H", "H", "H", "H", "Cl", "C", "Cl", "H", "H", "N", "C", "C", "C", "N", "H", "H", "H", "H"], "coordinates": [[0.428873, -1.121973, -0.453111], [0.439562, -2.318360, 3.927506], [1.413979, -0.880198, 3.877073], [2.048708, -0.240215, 4.935683], [2.758567, 0.909511, 4.656622], [2.831057, 1.411384, 3.352071], [2.203870, 0.774497, 2.301693], [1.486147, -0.391601, 2.566627], [0.779528, -1.177179, 1.661519], [0.189425, -2.199921, 2.244628], [-0.620029, -3.087083, 1.422201], [-1.273077, -4.220132, 1.889601], [-2.056725, -4.963296, 1.018552], [-2.201150, -4.570216, -0.307940], [-1.552235, -3.437175, -0.783019], [-0.725583, -2.712535, 0.069494], [1.986158, -0.628544, 5.942948], [3.264655, 1.430690, 5.457296], [3.392085, 2.316857, 3.165167], [2.263254, 1.169739, 1.297979], [-1.179405, -4.519611, 2.926383], [-2.573450, -5.842092, 1.378839], [-2.835766, -5.139656, -0.973659], [-1.706027, -3.122868, -1.807864], [-1.790877, -0.121926, -0.039835], [-1.031837, 1.667228, -0.645725], [0.909363, 1.059898, -1.125599], [-1.844313, 2.332142, -2.083204], [-2.517435, 3.551510, -2.014547], [-3.188044, 4.019747, -3.134171], [-3.189817, 3.277224, -4.305431], [-2.530921, 2.053177, -4.367538], [-1.862823, 1.575645, -3.257046], [-0.923711, 2.899055, 0.639681], [-1.508678, 2.677554, 1.883132], [-1.400895, 3.651209, 2.864614], [-0.704262, 4.823460, 2.607996], [-0.109930, 5.035569, 1.368199], [-0.218157, 4.075966, 0.378322], [-2.523784, 4.131251, -1.101529], [-3.710621, 4.965065, -3.087194], [-3.713314, 3.648335, -5.176162], [-2.547960, 1.473587, -5.280234], [-1.371449, 0.609849, -3.291272], [-2.046881, 1.759717, 2.084053], [-1.863050, 3.493289, 3.829381], [-0.623363, 5.580477, 3.376382], [0.433810, 5.949834, 1.174041], [0.240642, 4.242378, -0.589949], [3.572328, -1.018745, -0.447741], [4.107584, -2.547375, 0.281558], [2.751508, -3.654722, 0.520934], [4.548694, -2.324489, 1.245619], [4.819531, -3.007748, -0.392443], [1.068388, -3.257167, -2.524263], [1.481373, -3.513987, -3.768877], [1.461509, -2.321133, -4.465611], [1.005468, -1.379123, -3.553008], [0.751916, -1.953496, -2.368965], [0.944253, -3.900792, -1.757405], [1.759312, -4.509995, -4.071168], [1.739928, -2.163498, -5.492069], [0.864090, -0.318966, -3.679201]], "forces_ev_per_angstrom": [[-0.5, -0.1, 0.1], [0.0, 0.0, -0.1], [0.0, -0.1, -0.1], [0.0, 0.0, 0.0], [0.0, 0.0, 0.0], [0.0, 0.0, 0.0], [0.0, 0.0, 0.0], [0.1, 0.1, 0.2], [0.1, 0.0, 0.0], [0.0, 0.0, 0.0], [0.1, 0.0, 0.0], [0.0, 0.0, 0.0], [0.0, 0.0, 0.0], [0.0, 0.0, 0.0], [-0.1, 0.0, 0.0], [0.0, -0.1, 0.1], [0.0, 0.0, 0.0], [0.0, 0.0, 0.0], [0.0, 0.0, 0.0], [0.0, 0.0, 0.0], [0.0, 0.0, 0.0], [0.0, 0.0, 0.0], [0.0, 0.0, 0.0], [0.0, 0.0, 0.0], [-0.1, 0.1, -0.2], [0.2, 0.0, 0.0], [-0.1, 0.3, 0.0], [0.0, 0.0, 0.1], [0.0, 0.0, 0.0], [0.0, 0.0, 0.0], [0.0, 0.0, 0.0], [0.0, 0.0, 0.0], [0.0, 0.0, 0.0], [0.0, -0.1, 0.0], [0.0, 0.0, 0.0], [0.0, 0.0, 0.0], [0.0, 0.0, 0.0], [0.0, 0.0, 0.0], [0.0, 0.0, 0.0], [0.0, 0.0, 0.0], [0.0, 0.0, 0.0], [0.0, 0.0, 0.0], [0.0, 0.0, 0.0], [0.0, 0.0, 0.0], [0.0, 0.0, 0.0], [0.0, 0.0, 0.0], [0.0, 0.0, 0.0], [0.0, 0.0, 0.0], [0.0, 0.0, 0.0], [0.1, 0.0, -0.1], [0.1, 0.0, 0.0], [0.0, -0.1, 0.0], [0.0, 0.0, 0.0], [0.0, 0.0, 0.0], [-0.1, 0.0, -0.1], [0.0, 0.0, 0.0], [0.0, 0.0, 0.0], [0.0, 0.1, 0.0], [0.3, -0.1, 0.1], [0.0, 0.0, 0.0], [0.0, 0.0, 0.0], [0.0, 0.0, 0.0], [0.0, 0.0, 0.0]], "nbo_charge": [1.020, 0.541, -0.231, -0.198, -0.180, -0.170, -0.243, 0.176, -0.534, 0.107, -0.159, -0.152, -0.159, -0.189, -0.189, -0.147, 0.246, 0.243, 0.236, 0.233, 0.240, 0.248, 0.245, 0.231, -0.295, 1.233, -0.274, -0.390, -0.182, -0.194, -0.144, -0.187, -0.197, -0.383, -0.198, -0.187, -0.155, -0.198, -0.196, 0.236, 0.242, 0.241, 0.234, 0.212, 0.235, 0.237, 0.240, 0.241, 0.231, -0.003, -0.378, -0.021, 0.246, 0.249, -0.311, 0.037, -0.311, 0.026, -0.368, 0.445, 0.258, 0.270, 0.243]}

3.
{"formula": "C29H24F12N2O2Ti", "method": "ωB97M-V/def2-TZVPD", "charge": -2, "homo_lumo_gap_ha": [0.141, 0.139], "lumo_ev": [4.008, 3.968], "fmax_ha_per_bohr": 0.179, "spin_multiplicity": 3, "s_squared": 2.0032, "homo_ev": [0.2, 0.2], "elements": ["Ti", "C", "C", "C", "C", "C", "N", "C", "C", "C", "C", "C", "C", "C", "C", "O", "C", "F", "F", "F", "C", "F", "F", "F", "C", "C", "C", "O", "C", "F", "F", "F", "C", "F", "F", "F", "H", "H", "H", "H", "H", "H", "H", "H", "H", "H", "H", "H", "C", "N", "C", "C", "C", "C", "C", "C", "C", "C", "H", "H", "H", "H", "H", "H", "H", "H", "H", "H", "H", "H"], "coordinates": [[3.267980, -4.416906, 12.843050], [7.156928, 1.724681, 11.860569], [6.846673, 0.195595, 12.095638], [7.653578, -0.809300, 12.869409], [7.086144, -2.097040, 13.164489], [5.737413, -2.214433, 12.825383], [4.999031, -3.468654, 13.527316], [5.286772, -3.961221, 14.752668], [5.671576, -2.895813, 15.888172], [6.052177, -3.303752, 17.082309], [6.381490, -4.602742, 17.313570], [7.101025, -4.962954, 18.688726], [6.152259, -5.784253, 16.255336], [5.485175, -5.257080, 15.167596], [5.224325, -6.378207, 14.192407], [4.112796, -6.131497, 13.324562], [6.460608, -6.625712, 13.137881], [6.639925, -5.576872, 12.372752], [7.708725, -6.747140, 13.791419], [6.331883, -7.730271, 12.448656], [4.808712, -7.789246, 14.880767], [5.789068, -8.521176, 15.601905], [4.148225, -8.527420, 13.980228], [3.922051, -7.358875, 15.704350], [5.085101, -1.588491, 11.731079], [5.613297, -0.154103, 11.686292], [3.539689, -1.841668, 11.190925], [3.180535, -3.054844, 11.340335], [2.495291, -1.067723, 12.349068], [2.424143, 0.278740, 12.305065], [1.310498, -1.643203, 12.217221], [3.008974, -1.413591, 13.470794], [3.369658, -1.443092, 9.751702], [2.938843, -0.097625, 9.640762], [4.477012, -1.542664, 8.977030], [2.325598, -2.114843, 9.213291], [7.755038, 2.255425, 12.702440], [6.457292, 2.412444, 11.669504], [7.870659, 1.724097, 10.491233], [9.130000, -0.562418, 13.181294], [6.923157, -2.706766, 14.066756], [5.486112, -1.871390, 15.551114], [6.421805, -2.320225, 17.510068], [-4.038714, -1.196430, 12.657957], [8.213196, -5.168149, 18.421989], [6.500435, -5.877099, 18.713447], [6.078411, -6.656925, 16.979649], [4.971716, 0.641233, 11.633593], [1.236155, -5.389278, 10.265771], [1.463101, -5.426576, 11.775557], [1.716120, -6.896510, 12.114665], [0.208493, -4.894446, 12.368619], [0.426968, -4.688219, 13.805743], [-0.733889, -4.998676, 14.884920], [-0.390600, -4.934329, 16.280138], [1.058162, -4.741781, 16.662168], [1.908185, -4.435594, 15.704548], [1.615697, -4.306423, 14.300811], [0.478000, -6.098807, 9.822546], [2.260353, -5.665604, 9.679603], [1.009864, -4.434620, 9.803392], [0.773886, -7.410234, 11.895951], [2.091767, -7.214399, 12.988410], [2.430787, -7.354006, 11.395710], [-0.608042, -5.567132, 12.236969], [-0.061787, -3.955772, 11.775199], [-1.457856, -5.301042, 14.120661], [-1.453042, -5.622679, 16.596557], [1.069236, -4.567018, 17.638736], [2.846079, -3.976924, 16.233133]], "forces_ev_per_angstrom": [[1.4, 0.1, 0.0], [6.3, -3.2, -0.9], [2.2, 0.6, 1.8], [2.8, 0.1, -0.4], [-1.1, 3.9, 0.8], [-3.9, -5.1, -1.1], [-0.8, 2.4, -4.0], [2.9, 4.7, 4.5], [-3.4, -2.8, -6.6], [1.8, 3.1, 0.0], [2.7, -4.2, 1.0], [-0.6, 0.4, -2.3], [-0.6, 6.3, 6.7], [0.4, -3.7, -1.9], [-0.1, -1.1, -3.9], [0.7, 0.6, 0.6], [0.8, 1.1, 3.9], [-0.3, 0.3, -1.1], [-1.3, -0.2, -0.3], [-0.3, -0.8, -1.0], [1.9, 2.2, -0.9], [-1.9, 0.6, -1.9], [0.9, -1.3, 0.3], [-2.0, -0.5, 2.6], [-0.4, 4.2, 1.4], [-0.5, -5.3, 0.2], [2.2, 2.4, 3.7], [-0.7, -4.3, 0.4], [2.3, -0.3, -4.0], [-0.6, 0.0, 0.1], [-1.0, 0.7, 0.1], [0.3, -0.2, 2.4], [-1.3, 2.6, -1.0], [0.9, -1.2, 0.1], [-1.1, -0.3, 0.5], [1.0, 0.0, -0.3], [-0.2, -1.3, -1.6], [-3.6, 1.7, -0.9], [-1.6, 0.4, 4.1], [-4.8, -0.6, -0.9], [3.0, -0.2, 0.3], [0.2, -0.1, 0.4], [-0.3, -1.9, 1.6], [0.0, 0.0, 0.0], [-1.6, 0.0, 0.4], [0.9, -1.2, 1.2], [0.3, 0.5, -2.2], [-2.0, 1.7, -1.5], [2.9, -1.4, -1.6], [-0.4, -1.1, -2.0], [-1.9, 0.5, -4.7], [0.6, 1.3, -0.7], [-2.9, 0.0, 4.8], [5.5, 1.3, -2.6], [-3.6, -3.5, -4.2], [-6.4, -1.1, -2.7], [2.6, 2.8, 0.4], [2.6, -0.6, -0.2], [0.5, 0.3, 1.1], [-2.2, 0.4, 1.7], [-0.1, 0.6, 0.9], [-0.2, -0.2, 0.2], [1.0, 0.1, 3.7], [-0.3, 0.8, 0.1], [-0.8, -0.9, -0.4], [0.5, -1.0, 0.9], [-1.5, -0.3, 1.9], [3.5, 2.3, 1.1], [1.5, 0.3, 4.1], [-1.0, -1.1, -1.9]], "nbo_charge": [1.794, -0.503, -0.168, -0.094, -0.356, 0.225, -0.834, 0.062, -0.185, -0.319, 0.087, -1.002, -0.322, -0.066, 0.149, -0.933, 0.958, -0.296, -0.371, -0.321, 0.970, -0.349, -0.324, -0.301, -0.085, -0.184, 0.160, -0.875, 0.957, -0.343, -0.310, -0.278, 0.960, -0.370, -0.313, -0.322, 0.204, 0.185, 0.112, 0.163, 0.296, 0.192, 0.204, 0.000, 0.150, 0.128, 0.262, 0.204, -0.422, -0.497, -0.397, -0.255, -0.055, -0.264, -0.271, -0.225, -0.178, -0.490, 0.176, 0.209, 0.225, 0.160, 0.244, 0.214, 0.171, 0.216, 0.201, 0.210, 0.197, 0.235]}

Table of DFT total energy (eV), in record order: -128348.4190 -104341.2208 -93245.4964